(1)
C4H23NO9S | ωB97M-V/def2-TZVPD

Positions of all 38 atoms, in Å:
1 C 0.4463 0.9975 0.4443
2 N 0.7969 1.1312 -0.9819
3 C 0.6784 2.2302 -1.7787
4 O 0.3782 3.4035 -1.1748
5 O 0.9276 2.1658 -2.9618
6 C -0.3027 -0.3094 0.6890
7 C -1.7725 -0.0778 1.0814
8 S -1.9369 0.6670 2.7296
9 H 0.1305 1.9369 0.8762
10 H 1.4563 0.8027 0.8207
11 H 0.9405 0.2811 -1.4982
12 H -0.0945 3.2278 -0.3521
13 H -0.4078 -0.9384 -0.2002
14 H 0.1493 -1.0096 1.3731
15 H -2.2126 0.5189 0.2915
16 H -2.3106 -1.0231 1.1004
17 H -1.4335 1.9182 2.7315
18 H 2.6910 -1.4737 2.2559
19 H 1.7887 -0.4088 2.1635
20 O 2.6455 -0.5672 2.5873
21 H -3.1848 2.1036 -0.1000
22 H -2.2962 2.9628 -0.8860
23 O -2.2822 2.4507 -0.0636
24 H 0.1829 -3.5930 -1.2219
25 H -1.0895 -3.3652 -0.5039
26 O -0.6470 -3.1139 -1.3281
27 H -0.1856 -3.7160 2.2967
28 H 0.9085 -3.8881 1.1890
29 O -0.0257 -3.9984 1.3912
30 H 3.0365 0.6487 -2.5816
31 H 3.7494 -0.4190 -1.7826
32 O 2.9826 -0.2852 -2.3478
33 H -1.6500 -0.7466 -1.5860
34 H -2.8840 -1.2448 -2.2550
35 O -2.6002 -0.5956 -1.6014
36 H 1.8612 -2.2426 -0.4222
37 H 3.1590 -2.7137 0.2477
38 O 2.2177 -2.5813 0.4098

For the frontier orbital gap, the calculation gives 8.8 eV. As for the spin multiplicity: 1. As for the SMILES: O=C(O)NCCCS.O.O.O.O.O.O.O. The HOMO energy is -9.02 eV.

***

(2)
C6H8O2 | ωB97M-V/def2-TZVPD

Positions of all 16 atoms, in Å:
1 C -1.6931 -0.7676 0.3566
2 C 0.0441 -2.3033 -0.1129
3 C 1.2068 1.4837 0.7554
4 C -1.1155 0.5468 0.4254
5 C 0.2404 0.8094 -0.1647
6 C 0.4702 0.5803 -1.4498
7 O -1.1594 -1.9307 0.1066
8 O -1.7537 1.4767 0.9116
9 H -2.7428 -0.8434 0.6095
10 H 0.1709 -3.3598 -0.2715
11 H 0.8856 -1.6328 -0.1546
12 H 1.4740 0.8196 1.5803
13 H 0.7246 2.3625 1.1842
14 H 2.1103 1.7827 0.2285
15 H -0.2677 0.1267 -2.0910
16 H 1.4052 0.8490 -1.9138

For the frontier orbital gap (spin up / spin down), the calculation gives 7.6 / 8.1 eV. As for the spin multiplicity: 1. The HOMO energy (spin up / spin down) is -8.20 / -8.32 eV.

***

(3)
C39H39F4N6O6ReS | ωB97M-V/def2-TZVPD

Positions of all 96 atoms, in Å:
1 Re -0.6529 1.0338 0.6729
2 C -4.9694 6.1640 0.3703
3 C -3.6319 6.8611 0.1416
4 N -2.7027 6.1025 -0.6746
5 C -2.6171 6.3638 -2.0946
6 C -3.4029 5.3447 -2.9169
7 C -1.9811 5.1224 -0.1181
8 S -0.7042 4.3799 -0.9588
9 N -2.2427 4.8710 1.1658
10 C -2.0121 3.7515 1.8050
11 O -1.6876 2.6565 1.2494
12 C -2.3139 3.8091 3.2542
13 C -2.9558 4.9323 3.7779
14 C -3.2377 5.0031 5.1275
15 C -2.8828 3.9559 5.9644
16 C -2.2457 2.8381 5.4502
17 C -1.9594 2.7608 4.0986
18 H -5.5764 6.7653 1.0427
19 H -4.8118 5.1899 0.8250
20 H -5.5109 6.0375 -0.5632
21 H -3.1492 7.0360 1.1047
22 H -3.7929 7.8238 -0.3461
23 H -1.5627 6.3268 -2.3896
24 H -2.9995 7.3689 -2.2822
25 H -3.0009 4.3471 -2.7594
26 H -3.3246 5.5889 -3.9721
27 H -4.4536 5.3495 -2.6362
28 H -3.2290 5.7349 3.1126
29 H -3.7281 5.8750 5.5368
30 H -3.0981 4.0165 7.0206
31 H -1.9632 2.0324 6.1114
32 H -1.4394 1.9045 3.6945
33 C 6.7290 -1.0385 -0.6572
34 C 5.7106 -0.7311 -1.7499
35 N 4.3475 -0.7561 -1.2471
36 C 3.8153 0.4024 -0.8016
37 C 2.5496 0.5512 -0.3216
38 C 2.1717 1.9865 0.0982
39 O 3.0866 2.7757 0.2294
40 O 0.9372 2.2477 0.2119
41 C 1.6812 -0.5792 -0.2745
42 O 0.4849 -0.5884 0.1236
43 C 2.2584 -1.8299 -0.7467
44 C 1.4598 -2.9751 -0.7703
45 C 1.9670 -4.1672 -1.2161
46 F 1.1432 -5.2420 -1.2805
47 C 3.3079 -4.2933 -1.6069
48 C 4.0974 -3.1511 -1.5937
49 C 3.5948 -1.9029 -1.2030
50 N 3.8929 -5.5226 -1.9764
51 C 3.3177 -6.7555 -1.4884
52 C 4.4314 -7.7973 -1.4038
53 N 5.0034 -7.9924 -2.7631
54 C 5.5529 -6.7109 -3.2774
55 C 4.4267 -5.6767 -3.3108
56 H 7.7339 -0.9983 -1.0673
57 H 6.5652 -2.0241 -0.2311
58 H 6.6570 -0.3042 0.1398
59 H 5.8013 -1.4358 -2.5783
60 H 5.9004 0.2686 -2.1423
61 H 4.4381 1.2862 -0.8321
62 H 0.4292 -2.9030 -0.4575
63 H 5.1310 -3.2581 -1.8752
64 H 2.5095 -7.1313 -2.1358
65 H 2.9098 -6.6002 -0.4898
66 H 4.0467 -8.7429 -1.0212
67 H 5.2249 -7.4364 -0.7488
68 H 4.2498 -8.3033 -3.3908
69 H 5.7275 -8.7173 -2.7505
70 H 5.9729 -6.8605 -4.2726
71 H 6.3393 -6.3824 -2.5966
72 H 3.6486 -6.0102 -4.0198
73 H 4.8171 -4.7239 -3.6673
74 O 0.2277 -1.3555 3.9112
75 C -0.2712 -0.6403 3.0633
76 O 0.1412 0.4808 2.6479
77 C -1.6074 -1.0814 2.4283
78 C -2.2973 -2.1664 2.9812
79 C -3.5287 -2.4965 2.4840
80 C -4.1054 -1.6820 1.4858
81 C -5.4061 -1.8987 0.9844
82 C -5.9443 -1.0637 0.0435
83 C -5.2259 0.0596 -0.3915
84 C -3.9666 0.3073 0.0859
85 C -3.3564 -0.5745 0.9981
86 N -2.0847 -0.3373 1.4359
87 H -1.8173 -2.6979 3.7896
88 H -4.0784 -3.3472 2.8601
89 H -5.9795 -2.7284 1.3686
90 H -6.9315 -1.2554 -0.3489
91 H -5.6755 0.7392 -1.0994
92 H -3.4276 1.1920 -0.2087
93 F -1.6827 -0.3482 -1.6775
94 C -1.1603 0.8836 -1.3810
95 F -0.0359 0.9346 -2.1459
96 F -2.0148 1.7522 -1.9661

For the frontier orbital gap (spin up / spin down), the calculation gives 4.4 / 4.4 eV. As for the spin multiplicity: 4. The charge is +1. The HOMO energy (spin up / spin down) is -7.94 / -7.90 eV.

***

(4)
C4H9NO2 | ωB97M-V/def2-TZVPD

Positions of all 16 atoms, in Å:
1 C -2.1700 -0.1275 -0.3113
2 C -0.6873 0.2960 -0.3990
3 O -0.3382 1.6093 0.0431
4 C 0.1843 -0.8137 0.1975
5 C 1.6987 -0.6478 0.3304
6 O 2.4335 -1.6145 0.2310
7 N 2.1661 0.6000 0.6276
8 H -2.6120 -0.2243 0.6960
9 H -2.2520 -1.1259 -0.7630
10 H -2.7988 0.5592 -0.8782
11 H -0.3401 0.5407 -1.5355
12 H 0.2291 1.7414 -0.8080
13 H -0.1600 -1.1057 1.2031
14 H 0.0111 -1.6832 -0.4391
15 H 3.1206 0.6573 0.9531
16 H 1.5148 1.3388 0.8522

For the frontier orbital gap, the calculation gives 10.3 eV. As for the spin multiplicity: 1. As for the SMILES: C[C@@H](O)CC(N)=O. The HOMO energy is -9.73 eV.

***

Respective energy relative to the best compared isomer or geometry (same formula, charge and spin) values: 36.4; 95.1; 33.0; 36.3 kcal per mole.
Respective total energy values: -1296.29707; -383.75859; -3165.32821; -363.02773 a.u..